[1]
{
  "formula": "C14H27F9N5P",
  "method": "ωB97M-V/def2-TZVPD",
  "energy_ha": -2063.53282,
  "e_homo_ev": -8.474,
  "homo_lumo_gap_ev": 8.02,
  "lumo_energy_ev": -0.455,
  "charge": 0,
  "elements": ["C", "C", "C", "N", "N", "C", "C", "C", "C", "C", "C", "F", "C", "F", "F", "C", "C", "C", "C", "N", "N", "N", "H", "H", "H", "H", "H", "H", "H", "H", "H", "H", "H", "H", "H", "H", "H", "H", "H", "H", "H", "H", "H", "H", "H", "H", "H", "H", "H", "F", "P", "F", "F", "F", "F", "F"],
  "coordinates": [[-0.1621, 1.8925, 2.1653], [-1.3924, 2.2200, 1.3939], [-2.3776, 3.1266, 2.0430], [-1.6721, 1.8339, 0.2003], [-0.9383, 0.6625, -0.2658], [-1.3952, -0.5840, 0.4148], [-0.7128, -1.8453, -0.1378], [0.2275, -1.5727, -1.3213], [0.7932, -2.8503, -1.9520], [2.2909, -3.0303, -1.6497], [2.5818, -2.8454, -0.2092], [2.9427, -1.5689, 0.1833], [2.4263, -3.7792, 0.7907], [1.4698, -3.7493, 1.6943], [3.2394, -4.8103, 0.9807], [-0.5334, -0.7171, -2.3330], [-1.2666, 0.4898, -1.7291], [-1.1274, 1.7639, -2.5502], [0.2238, 2.5141, -2.4924], [1.3778, 1.6103, -2.5282], [0.2070, 3.4081, -3.6757], [0.4312, 3.4121, -1.3645], [-0.1679, 2.4453, 3.0968], [-0.0735, 0.8436, 2.4275], [0.7612, 2.1725, 1.6546], [-2.7605, 2.6834, 2.9552], [-1.8629, 4.0620, 2.2611], [-3.1549, 3.3709, 1.3274], [0.0821, 0.7743, -0.2528], [-2.4654, -0.6444, 0.2556], [-1.2570, -0.5538, 1.4877], [-1.5084, -2.4805, -0.5314], [-0.2425, -2.4331, 0.6397], [1.0211, -0.9324, -0.9337], [0.2684, -3.7290, -1.5837], [0.6546, -2.7598, -3.0281], [2.8542, -2.2794, -2.2050], [2.6297, -4.0283, -1.9318], [-1.2855, -1.3592, -2.7954], [0.1162, -0.4168, -3.1447], [-2.3249, 0.2472, -1.7314], [-1.8865, 2.4981, -2.3029], [-1.3265, 1.4861, -3.5830], [2.2052, 2.0741, -2.1735], [1.5442, 1.3553, -3.4910], [1.1554, 3.7529, -3.7713], [0.0019, 2.8366, -4.4883], [0.6549, 2.8705, -0.5372], [-0.4578, 3.8588, -1.1721], [0.8633, -1.6865, 6.5585], [0.0310, -1.6254, 5.1428], [-0.6397, -0.3493, 5.9455], [1.4493, -2.1063, 4.4565], [-1.4847, -1.7964, 4.4863], [-0.2356, -3.2280, 5.3960], [0.2077, -0.5041, 3.9089]],
  "lowdin_charge": [0.001, -0.347, -0.008, 0.141, -0.057, -0.065, -0.088, -0.316, -0.128, -0.130, -0.212, 0.032, -0.256, 0.164, 0.157, -0.113, -0.228, -0.085, -0.662, 0.095, 0.071, 0.100, 0.100, 0.059, 0.095, 0.107, 0.095, 0.084, 0.165, 0.138, 0.119, 0.127, 0.112, 0.120, 0.124, 0.114, 0.121, 0.130, 0.132, 0.102, 0.149, 0.115, 0.123, 0.087, 0.083, 0.077, 0.066, 0.045, 0.081, -0.200, 0.375, -0.212, -0.209, -0.229, -0.202, -0.254]
}



[2]
{
  "formula": "C34H72Cl2O6S2Si2",
  "method": "ωB97M-V/def2-TZVPD",
  "de_lowest_kj_mol": 18.3,
  "energy_ha": -4086.03556,
  "e_homo_ev": -9.517,
  "homo_lumo_gap_ev": 10.16,
  "lumo_energy_ev": 0.648,
  "charge": 0,
  "elements": ["C", "C", "C", "C", "C", "C", "C", "C", "C", "C", "C", "C", "C", "C", "Si", "Cl", "Cl", "O", "Si", "C", "C", "C", "C", "C", "C", "C", "C", "C", "C", "C", "O", "C", "H", "H", "H", "H", "H", "H", "H", "H", "H", "H", "H", "H", "H", "H", "H", "H", "H", "H", "H", "H", "H", "H", "H", "H", "H", "H", "H", "H", "H", "H", "H", "H", "H", "H", "H", "H", "H", "H", "H", "H", "H", "H", "H", "H", "H", "H", "H", "H", "H", "H", "H", "H", "H", "H", "H", "H", "C", "C", "C", "S", "O", "O", "C", "H", "H", "H", "H", "H", "H", "H", "H", "C", "C", "C", "S", "O", "O", "C", "H", "H", "H", "H", "H", "H", "H", "H"],
  "coordinates": [[2.8265, -0.2919, 4.8077], [1.8753, -1.0693, 3.8887], [2.3571, -2.4891, 3.5678], [1.2122, -3.3317, 3.0073], [1.6226, -4.4863, 2.0907], [2.6459, -4.1446, 1.0005], [2.3704, -2.8490, 0.2233], [3.6518, -2.0812, -0.1828], [3.9199, -0.7796, 0.5980], [3.5069, 0.5005, -0.1596], [2.0612, 0.8854, 0.1843], [1.9721, 1.9575, 1.2767], [0.5351, 2.4784, 1.3994], [0.0899, 2.7339, 2.8495], [-1.2920, 3.9571, 2.9995], [-2.4327, 3.6077, 4.6893], [-0.4482, 5.8252, 3.3041], [-2.2170, 4.1139, 1.6684], [-3.0575, 2.8020, 0.9993], [-2.3447, 2.4897, -0.7150], [-3.4173, 2.3687, -1.8281], [-3.0271, 1.2810, -2.8320], [-2.9542, 1.2390, 2.0176], [-3.7241, 0.1419, 1.2150], [-5.1323, -0.1066, 1.7452], [-5.2106, -1.0532, 2.9515], [-4.6174, -2.4510, 2.7227], [-5.6460, -3.5355, 2.3351], [-5.5524, -3.9170, 0.8522], [-4.4438, -4.9378, 0.5527], [-3.3670, -4.9009, 1.4692], [-2.1298, -4.4702, 0.9454], [2.7929, 0.7702, 4.5645], [2.4995, -0.3755, 5.8425], [3.8530, -0.6403, 4.7158], [0.9110, -1.1740, 4.3935], [1.6779, -0.5235, 2.9631], [2.7481, -2.9306, 4.4870], [3.1902, -2.4157, 2.8673], [0.6519, -3.7530, 3.8438], [0.5281, -2.6752, 2.4637], [2.0614, -5.2768, 2.7064], [0.7240, -4.9223, 1.6477], [2.6725, -4.9839, 0.3046], [3.6334, -4.1069, 1.4645], [1.6588, -2.2106, 0.7440], [1.8862, -3.1378, -0.7121], [4.5050, -2.7409, -0.0212], [3.5935, -1.8634, -1.2480], [4.9842, -0.7213, 0.8281], [3.3536, -0.7853, 1.5320], [4.2014, 1.3196, 0.0089], [3.5453, 0.2768, -1.2281], [1.5205, 1.2576, -0.6875], [1.5407, 0.0024, 0.5654], [2.6185, 2.7863, 0.9790], [2.3393, 1.5850, 2.2344], [-0.1217, 1.7067, 0.9882], [0.3674, 3.3622, 0.7837], [0.9304, 3.1783, 3.3918], [-0.1274, 1.8054, 3.3794], [-4.4664, 3.2138, 0.8185], [-1.6363, 3.2888, -0.9357], [-1.7732, 1.5585, -0.7026], [-3.4733, 3.3123, -2.3673], [-4.3763, 2.0913, -1.3901], [-2.0964, 1.5370, -3.3363], [-2.8377, 0.3382, -2.3141], [-3.7891, 1.1297, -3.5912], [-1.9363, 0.8892, 2.1723], [-3.4763, 1.3613, 2.9658], [-3.8137, 0.4114, 0.1584], [-3.1225, -0.7642, 1.2289], [-5.7301, -0.5368, 0.9361], [-5.6141, 0.8363, 2.0120], [-6.2697, -1.1785, 3.1848], [-4.7487, -0.5815, 3.8203], [-4.1291, -2.7618, 3.6470], [-3.8391, -2.4531, 1.9649], [-5.4022, -4.4265, 2.9151], [-6.6555, -3.2298, 2.6047], [-5.3991, -3.0089, 0.2651], [-6.4940, -4.3637, 0.5284], [-4.0976, -4.7845, -0.4725], [-4.8688, -5.9435, 0.5853], [-2.0008, -4.7626, -0.0976], [-1.3405, -4.9487, 1.5242], [-2.0069, -3.3885, 1.0571], [-3.4752, 0.3709, -8.9945], [-4.2462, 1.6554, -8.6602], [-4.3158, 1.7637, -7.1314], [-2.8598, 0.9135, -6.5040], [-3.2866, -0.2486, -5.7675], [-1.9483, 1.8715, -5.9346], [-2.2417, 0.3790, -8.0969], [-3.2002, 0.3255, -10.0471], [-4.0920, -0.5017, -8.7699], [-3.7125, 2.5164, -9.0668], [-5.2438, 1.6532, -9.0965], [-4.2916, 2.7929, -6.7832], [-5.1887, 1.2555, -6.7265], [-1.7699, -0.5943, -7.9864], [-1.5111, 1.1164, -8.4277], [8.9643, 4.3124, 0.0154], [9.3592, 2.9412, -0.5495], [8.2817, 1.9393, -0.1149], [6.7635, 2.8865, 0.0702], [6.3668, 2.8634, 1.4545], [5.8457, 2.5325, -0.9801], [7.4821, 4.4835, -0.3020], [9.5584, 5.1158, -0.4172], [9.1163, 4.3263, 1.0967], [9.3964, 2.9931, -1.6392], [10.3432, 2.6296, -0.2031], [8.1136, 1.1593, -0.8528], [8.5064, 1.4933, 0.8519], [6.9879, 5.2442, 0.2975], [7.3191, 4.6745, -1.3620]],
  "lowdin_charge": [-0.096, -0.268, -0.216, -0.218, -0.205, -0.209, -0.192, -0.181, -0.185, -0.187, -0.196, -0.194, -0.252, -0.296, -0.348, 0.340, 0.325, -0.355, 0.549, -0.271, -0.309, -0.124, -0.253, -0.246, -0.209, -0.193, -0.194, -0.188, -0.171, -0.224, -0.193, -0.097, 0.056, 0.069, 0.072, 0.108, 0.075, 0.118, 0.092, 0.114, 0.095, 0.110, 0.080, 0.108, 0.100, 0.084, 0.106, 0.099, 0.099, 0.104, 0.078, 0.064, 0.105, 0.115, 0.094, 0.118, 0.096, 0.080, 0.108, 0.075, 0.073, 0.030, 0.078, 0.068, 0.103, 0.075, 0.065, 0.073, 0.052, 0.065, 0.055, 0.079, 0.092, 0.108, 0.110, 0.102, 0.104, 0.112, 0.070, 0.106, 0.102, 0.103, 0.107, 0.113, 0.118, 0.090, 0.068, 0.078, -0.222, -0.214, -0.218, 0.653, -0.320, -0.323, -0.230, 0.114, 0.119, 0.116, 0.113, 0.103, 0.105, 0.108, 0.107, -0.221, -0.214, -0.218, 0.657, -0.316, -0.325, -0.229, 0.115, 0.119, 0.116, 0.113, 0.103, 0.104, 0.108, 0.107]
}



[3]
{
  "formula": "CH40O18S",
  "method": "ωB97M-V/def2-TZVPD",
  "de_lowest_kj_mol": 31.7,
  "energy_ha": -1814.56025,
  "e_homo_ev": -8.913,
  "homo_lumo_gap_ev": 9.04,
  "lumo_energy_ev": 0.122,
  "charge": 0,
  "elements": ["C", "S", "H", "H", "H", "H", "H", "H", "O", "H", "H", "O", "H", "H", "O", "H", "H", "O", "H", "H", "O", "H", "H", "O", "H", "H", "O", "H", "H", "O", "H", "H", "O", "H", "H", "O", "H", "H", "O", "H", "H", "O", "H", "H", "O", "H", "H", "O", "H", "H", "O", "H", "H", "O", "H", "H", "O", "H", "H", "O"],
  "coordinates": [[-0.2419, -3.6916, -1.4495], [0.3895, -1.9684, -1.5724], [0.2466, -4.0328, -0.5381], [-1.2709, -3.8829, -1.7260], [0.3070, -4.2269, -2.2440], [-0.7504, -1.2656, -1.8081], [-1.5487, 1.5067, -2.2721], [0.0102, 1.2808, -2.2649], [-0.8187, 1.0861, -1.8087], [2.0083, -1.7745, 1.4235], [1.6603, -0.6525, 2.3835], [2.2471, -0.8749, 1.6694], [-1.8173, 2.3334, -0.5000], [-1.5226, 3.3006, 0.4423], [-2.3551, 2.9846, -0.0071], [-2.8442, -3.3127, 2.7312], [-2.0429, -1.9882, 2.5049], [-2.1327, -2.7865, 3.0795], [-3.1272, -0.1545, 1.2984], [-2.3265, -1.1933, 0.5490], [-2.9120, -1.1087, 1.3073], [4.1871, 0.2681, 1.6744], [3.7352, 1.4933, 2.5602], [4.2183, 1.2198, 1.7805], [2.5832, -1.4462, -1.0256], [3.4325, -0.7652, 0.1968], [3.4043, -1.0417, -0.7241], [-1.4460, 0.3756, 2.3014], [0.0963, 0.4357, 2.0523], [-0.7330, 0.0933, 1.7215], [1.3156, 0.5641, -4.9363], [1.8899, 0.3758, -3.5036], [1.2009, 0.8242, -4.0345], [-3.8364, 2.2635, -1.8584], [-3.2471, 1.1377, -0.9117], [-3.9503, 1.3779, -1.5102], [1.5537, 4.3471, -1.8007], [1.9977, 3.2193, -0.8465], [1.6628, 4.1413, -0.8720], [-0.0066, -1.3546, 3.2485], [0.6423, -1.4290, 4.7235], [0.6255, -1.0082, 3.8778], [-3.4597, 2.2223, 1.1514], [-4.5894, 1.2497, 0.7486], [-3.9222, 1.3906, 1.4249], [3.5947, 1.8622, -1.2754], [2.7412, 1.0879, -0.1419], [2.7314, 1.6615, -0.9107], [-4.1402, -2.5168, -1.1268], [-3.8940, -0.9982, -1.0565], [-3.4957, -1.8333, -1.3131], [3.7177, -0.6984, -2.5221], [3.4514, 0.7177, -2.6342], [3.5980, -0.0324, -3.2303], [-0.1122, 4.4145, 1.9553], [0.7682, 3.7917, 0.9571], [-0.1367, 3.7019, 1.3039], [0.2627, -3.7515, 2.8730], [-0.3904, -2.7970, 1.9099], [0.4809, -3.1130, 2.1936]],
  "lowdin_charge": [-0.420, 0.727, 0.005, 0.032, 0.019, -0.141, 0.039, 0.022, -0.066, 0.037, -0.012, -0.061, 0.013, 0.024, -0.098, 0.040, -0.006, -0.076, 0.003, 0.034, -0.089, 0.010, 0.044, -0.039, -0.061, -0.001, -0.089, 0.058, 0.030, -0.042, 0.031, -0.010, -0.071, 0.055, -0.010, -0.037, 0.042, -0.010, -0.073, -0.007, 0.057, -0.046, 0.038, 0.042, -0.069, 0.075, 0.033, -0.035, 0.048, 0.011, -0.048, 0.030, 0.006, -0.069, 0.072, 0.038, -0.043, 0.056, 0.019, -0.060]
}



[4]
{
  "formula": "C40H54MgN4OP",
  "method": "ωB97M-V/def2-TZVPD",
  "de_lowest_kj_mol": 0.0,
  "energy_ha": -2392.40285,
  "e_homo_ev": -3.776,
  "homo_lumo_gap_ev": 6.11,
  "lumo_energy_ev": 2.336,
  "charge": -1,
  "elements": ["Mg", "C", "C", "C", "C", "C", "C", "C", "C", "C", "C", "H", "H", "H", "H", "H", "H", "H", "H", "H", "H", "H", "H", "H", "H", "H", "C", "C", "C", "C", "C", "C", "C", "P", "C", "C", "C", "C", "C", "C", "C", "C", "C", "C", "C", "C", "C", "C", "H", "H", "H", "H", "H", "H", "H", "H", "H", "H", "H", "H", "H", "H", "H", "H", "H", "H", "H", "H", "C", "C", "C", "C", "O", "H", "H", "H", "H", "H", "H", "H", "H", "H", "C", "C", "C", "C", "N", "C", "N", "N", "N", "H", "H", "H", "H", "H", "H", "H", "H", "H", "H"],
  "coordinates": [[-1.8150, 1.0037, -0.5168], [-4.2139, -1.1446, 0.1133], [-3.9312, -0.7195, -1.1943], [-4.0044, 0.7044, -1.2265], [-4.4062, 1.1313, 0.0805], [-4.5158, -0.0003, 0.8956], [-4.8848, -0.0359, 2.3501], [-4.6783, 2.5635, 0.4634], [-4.2113, 1.5026, -2.4994], [-3.8177, -1.5750, -2.4246], [-4.1578, -2.5525, 0.6452], [-5.9204, -0.3638, 2.4960], [-4.7904, 0.9498, 2.8125], [-4.2466, -0.7247, 2.9154], [-4.5478, 2.7251, 1.5385], [-5.7003, 2.8729, 0.2112], [-3.9919, 3.2452, -0.0530], [-5.2131, 1.3203, -2.9171], [-3.4804, 1.2474, -3.2777], [-4.1206, 2.5773, -2.3164], [-3.5412, -2.6077, -2.1883], [-3.0862, -1.1813, -3.1350], [-4.7757, -1.6256, -2.9587], [-5.1254, -2.8845, 1.0388], [-3.4375, -2.6520, 1.4712], [-3.8699, -3.2649, -0.1357], [5.2136, 0.2553, 1.9722], [4.3728, -0.8839, 2.5152], [5.0246, -1.8338, 3.3138], [4.3593, -2.8993, 3.8941], [2.9923, -3.0390, 3.6880], [2.3378, -2.1260, 2.8795], [2.9957, -1.0405, 2.2727], [1.8000, -0.0881, 1.2115], [2.8093, 1.0223, 0.1176], [2.7056, 2.4144, 0.1471], [3.4341, 3.2129, -0.7295], [4.2717, 2.6295, -1.6670], [4.3391, 1.2447, -1.7484], [3.6080, 0.4336, -0.8875], [3.6704, -1.0656, -1.0549], [1.0543, 1.0346, 2.4404], [1.8809, 1.7032, 3.3516], [1.4433, 2.7860, 4.0895], [0.1389, 3.2369, 3.8755], [-0.7157, 2.5556, 3.0337], [-0.3362, 1.3776, 2.3296], [-1.3812, 0.6399, 1.6067], [6.0599, 0.4386, 2.6365], [4.6480, 1.1767, 1.8714], [5.6146, 0.0183, 0.9814], [6.0892, -1.7143, 3.4911], [4.8990, -3.6098, 4.5105], [2.4473, -3.8556, 4.1432], [1.2683, -2.2388, 2.7056], [2.0407, 2.8891, 0.8551], [3.3276, 4.2921, -0.6846], [4.8543, 3.2455, -2.3445], [4.9652, 0.7814, -2.5073], [4.3690, -1.3439, -1.8454], [2.6801, -1.4421, -1.3277], [3.9755, -1.5668, -0.1299], [2.9083, 1.3682, 3.4703], [2.1037, 3.2911, 4.7873], [-0.2148, 4.1203, 4.3972], [-1.7394, 2.9026, 2.9121], [-2.3624, 0.8769, 2.0226], [-1.2269, -0.4492, 1.6283], [0.6103, 2.9641, -2.8382], [-0.5716, 3.4684, -1.9927], [-1.5971, 4.1363, -2.9212], [-0.0676, 4.5182, -0.9861], [-1.1521, 2.4136, -1.3157], [1.0489, 3.7672, -3.4497], [0.2662, 2.1549, -3.4911], [1.3871, 2.5622, -2.1766], [-1.1947, 5.0485, -3.3792], [-2.4905, 4.3955, -2.3397], [-1.8932, 3.4396, -3.7135], [0.3094, 5.4209, -1.4882], [0.7375, 4.0876, -0.3821], [-0.8876, 4.7936, -0.3136], [1.3695, -5.1118, -2.7256], [0.3813, -5.1370, -1.5574], [1.0703, -4.8059, -0.2344], [-0.8641, -4.2483, -1.7412], [-0.6693, -2.7949, -1.8106], [-1.0085, -1.8914, -0.9069], [-0.7768, -0.6989, -1.4018], [-0.2926, -0.8903, -2.6612], [-0.2004, -2.1545, -2.9109], [2.1804, -5.8236, -2.5390], [1.8068, -4.1248, -2.8551], [0.8816, -5.3851, -3.6676], [-0.0223, -6.1509, -1.4891], [1.4852, -3.7961, -0.2506], [1.8929, -5.5009, -0.0441], [0.3753, -4.8659, 0.6105], [-1.5090, -4.4037, -0.8796], [-1.4195, -4.5385, -2.6309], [-1.4279, -2.1099, 0.0702]],
  "lowdin_charge": [0.581, -0.249, -0.288, -0.325, -0.281, -0.269, -0.063, -0.044, -0.053, -0.059, -0.069, 0.069, 0.060, 0.068, 0.060, 0.073, 0.068, 0.076, 0.071, 0.057, 0.048, 0.062, 0.078, 0.071, 0.065, 0.048, -0.047, -0.264, -0.067, -0.102, -0.102, -0.122, -0.326, 1.128, -0.313, -0.100, -0.105, -0.094, -0.062, -0.299, -0.067, -0.340, -0.126, -0.126, -0.110, -0.060, -0.297, -0.151, 0.075, 0.063, 0.081, 0.104, 0.094, 0.094, 0.092, 0.097, 0.105, 0.097, 0.104, 0.074, 0.060, 0.064, 0.092, 0.086, 0.092, 0.105, 0.028, 0.025, -0.037, -0.739, -0.057, -0.037, -0.281, 0.080, 0.075, 0.054, 0.071, 0.072, 0.075, 0.076, 0.048, 0.081, -0.079, -0.409, -0.074, -0.106, -0.083, -0.154, 0.018, 0.036, 0.074, 0.076, 0.065, 0.078, 0.130, 0.071, 0.079, 0.081, 0.119, 0.126, 0.135]
}